The following is a DFT calculation (ωB97M-V/def2-TZVPD) of C16H45F3KO23P5S as an isolated structure at a distorted geometry.

Each line ends with the Löwdin charge.
Positions of all 94 atoms, in Å:
K1 -13.0491 20.9430 -16.8018  0.9668
C1 -18.8483 21.5749 -22.0356  -0.7188
F1 -17.9941 21.0874 -22.8959  0.1478
F2 -18.5365 22.8036 -21.5503  0.0917
F3 -19.9873 21.6233 -22.6459  0.1554
S1 -19.0404 20.4590 -20.5014  0.4674
O1 -19.3559 19.0893 -20.9462  -0.3754
O2 -17.7915 20.5105 -19.7332  -0.3952
O3 -20.1887 21.0343 -19.8030  -0.3676
C2 -8.0409 17.7046 -9.1081  -0.0692
O4 -8.8287 18.2633 -10.2189  -0.2313
P1 -8.8197 17.6104 -11.7132  0.4535
O5 -9.4732 18.4640 -12.7743  -0.2753
O6 -9.4426 16.1032 -11.5428  -0.2272
C3 -10.8171 15.9241 -11.3668  -0.1373
O7 -7.2631 17.4025 -11.9946  -0.2389
C4 -6.7293 16.6951 -13.1633  -0.0515
H1 -7.3559 16.9208 -9.4315  0.0810
H2 -8.6812 17.3241 -8.3123  0.0843
H3 -7.4640 18.5229 -8.6774  0.0860
H4 -11.1218 15.2007 -12.1230  0.0892
H5 -11.4975 16.7498 -11.5751  0.0886
H6 -11.0582 15.5215 -10.3830  0.0899
H7 -5.9451 16.0424 -12.7797  0.0856
H8 -6.0849 17.3193 -13.7823  0.0849
H9 -7.5597 16.2394 -13.7025  0.0905
C5 -8.7023 28.0698 -15.3236  -0.1153
O8 -9.9077 28.0602 -14.6231  -0.2215
P2 -10.6512 26.7179 -14.1074  0.4644
O9 -10.5581 25.5684 -15.0611  -0.2622
O10 -12.1242 27.1730 -13.6180  -0.2135
C6 -12.2615 28.0440 -12.4849  -0.0949
O11 -9.8957 26.4160 -12.7154  -0.2300
C7 -10.1033 25.2647 -12.0079  -0.1452
H10 -8.4916 27.0598 -15.6751  0.0860
H11 -7.9919 28.3513 -14.5463  0.0895
H12 -8.5664 28.8356 -16.0873  0.0916
H13 -11.4252 28.4545 -11.9192  0.0973
H14 -12.6583 27.2736 -11.8237  0.0849
H15 -13.0844 28.7426 -12.6366  0.0939
H16 -10.6735 24.4254 -12.4059  0.0967
H17 -10.6524 25.5776 -11.1198  0.0863
H18 -9.1040 24.9699 -11.6877  0.0973
C8 -9.3594 16.4798 -20.6786  -0.1235
O12 -9.8026 15.4611 -19.8226  -0.2097
P3 -11.3543 15.2384 -19.4350  0.4380
O13 -11.7912 16.1582 -18.3529  -0.2587
O14 -12.0841 15.4485 -20.8092  -0.2067
C9 -13.4301 15.3921 -20.9507  -0.1310
O15 -11.5342 13.6317 -19.1238  -0.2177
C10 -10.8040 12.9162 -18.1023  -0.0929
H19 -10.0447 16.8050 -21.4614  0.0873
H20 -8.4180 16.2768 -21.1892  0.0882
H21 -9.1332 17.3629 -20.0812  0.0858
H22 -13.8862 14.8263 -20.1383  0.0976
H23 -13.6510 14.8984 -21.8970  0.0968
H24 -13.8558 16.3857 -21.0905  0.1023
H25 -10.0818 13.5710 -17.6146  0.0809
H26 -10.1847 12.1036 -18.4822  0.0845
H27 -11.4353 12.4676 -17.3352  0.0868
C11 -15.5982 22.2851 -9.8321  -0.1015
O16 -16.3137 23.3986 -10.3738  -0.2238
P4 -17.1834 23.2406 -11.7541  0.5224
O17 -16.4062 22.7602 -12.9441  -0.2721
O18 -18.5221 22.3760 -11.3577  -0.2164
C12 -19.4202 22.0023 -12.3299  -0.1508
O19 -17.7858 24.7492 -11.9829  -0.2208
C13 -18.3279 25.0360 -13.2517  -0.1310
H28 -15.1976 21.6291 -10.6050  0.0851
H29 -16.2343 21.7478 -9.1287  0.0890
H30 -14.7714 22.6800 -9.2419  0.0870
H31 -19.7714 20.9940 -12.1106  0.0982
H32 -19.1406 22.1650 -13.3708  0.0883
H33 -20.2867 22.6620 -12.2828  0.0890
H34 -18.2797 24.2411 -13.9960  0.0799
H35 -17.9041 26.0024 -13.5249  0.0970
H36 -19.4156 25.0875 -13.2037  0.0859
C14 -13.8757 26.0580 -20.4696  -0.1476
O20 -12.6755 26.1381 -21.1156  -0.2390
P5 -12.2022 24.9236 -22.1151  0.5015
O21 -12.2042 23.5461 -21.5487  -0.2427
O22 -13.1828 25.1964 -23.4174  -0.2052
C15 -13.1370 26.4414 -24.0601  -0.1417
O23 -10.7872 25.4398 -22.6810  -0.2037
C16 -9.7449 25.7526 -21.7669  -0.1151
H37 -14.2795 25.0468 -20.5198  0.0905
H38 -14.5582 26.7556 -20.9550  0.0957
H39 -13.8302 26.3216 -19.4129  0.0905
H40 -14.1006 26.6430 -24.5279  0.0940
H41 -12.4266 26.5174 -24.8833  0.0856
H42 -12.8453 27.2846 -23.4340  0.0854
H43 -10.0236 25.6577 -20.7174  0.0836
H44 -9.4314 26.7909 -21.8751  0.0876
H45 -8.7794 25.2523 -21.8411  0.0871

Summary:
Relative energy (zero: lowest compared OMol25 entry of this formula, charge and spin) in kcal/mol: 179.69
LUMO level in hartree: -0.05367
Net charge: 0
HOMO-LUMO gap in eV: 5.41

The following is a DFT calculation (ωB97M-V/def2-TZVPD) of one molecule with the formula C4H7ClN2 at a distorted geometry.

Each line ends with the Löwdin charge.
Positions of all 14 atoms, in Å:
C1 0.8829 -0.6926 0.8589  -0.2056
C2 2.6890 1.7271 -0.1225  0.0646
C3 0.1771 0.1365 -0.3060  -0.6013
C4 -1.3379 -0.1241 -0.4099  -0.1585
N1 2.1538 -0.0541 1.2984  0.0020
N2 2.5746 0.8549 0.6219  -0.1798
Cl1 0.8199 -0.5952 -1.9109  0.5147
H1 0.3373 -0.8675 1.6920  0.0573
H2 1.1573 -1.7483 0.5016  0.1175
H3 0.4952 1.2126 -0.2312  0.0828
H4 3.3497 2.2570 -0.8693  0.1013
H5 -1.8072 -0.2746 -1.3510  0.0403
H6 -1.8475 0.7991 -0.0010  0.0914
H7 -1.7226 -0.9267 0.2259  0.0732

Summary:
Relative energy (zero: lowest compared OMol25 entry of this formula, charge and spin) in kcal/mol: 108.68
LUMO level in hartree: 0.03538
Net charge: 0
HOMO-LUMO gap in eV: 9.36

The following is a DFT calculation (ωB97M-V/def2-TZVPD) of a 3-piece molecular cluster, C60H59BrIN3O7S2Si2 overall at a distorted geometry.

Each line ends with the Löwdin charge.
Positions of all 135 atoms, in Å:
C1 -0.3032 2.3575 -5.3018  0.0051
C2 0.9196 2.9168 -4.7678  -0.1317
C3 1.6491 1.9948 -3.6454  -0.0574
C4 1.5403 2.2986 -2.0873  -0.0289
C5 0.7074 3.5442 -1.5197  -0.1252
C6 1.0416 4.9612 -2.2147  -0.2689
O1 1.5039 5.9856 -1.2907  -0.2597
Si1 1.2589 7.5956 -1.8989  0.4787
C7 2.7419 8.7930 -1.5073  -0.2068
C8 0.9799 7.7138 -3.7910  -0.2087
C9 -0.2842 8.4405 -1.0619  -0.2024
C10 2.2538 1.3090 -1.0533  -0.1121
C11 3.0037 0.0894 -1.6796  -0.2972
C12 3.1445 -0.2242 -3.2148  -0.1135
C13 3.9460 -1.4798 -3.8247  -0.1467
C14 3.0927 -2.8490 -3.8539  -0.2564
O2 1.6471 -2.6248 -3.6559  -0.2659
Si2 0.8215 -4.0057 -4.3214  0.4622
C15 0.4562 -3.7118 -6.1994  -0.1964
C16 1.8612 -5.6427 -4.1873  -0.1997
C17 -0.8694 -4.3893 -3.5001  -0.2056
C18 2.4475 0.7482 -4.2253  -0.1244
N1 2.5328 0.4388 -5.6972  0.1287
C19 3.3958 1.2609 -6.2469  -0.1603
O3 3.9321 2.1193 -7.0007  0.0903
S1 3.8205 -1.1562 -0.5334  0.8879
C20 4.0236 -0.1796 1.0253  -0.3946
C21 5.0862 -0.6862 2.0581  -0.0229
C22 5.3157 0.0658 3.4229  -0.1132
C23 6.4121 -0.5471 4.4173  -0.1829
C24 5.8216 -1.1688 5.7795  -0.3156
C25 4.6884 -2.2980 5.5769  -0.5959
I1 2.7381 -1.4762 6.2432  0.6476
C26 4.4569 1.3559 3.6799  -0.1617
N2 4.6863 2.0436 5.0020  0.0460
C27 5.1124 3.2646 4.8232  -0.6480
S2 5.4244 4.8935 4.7117  0.6636
C28 3.3832 1.8713 2.6239  0.0824
C29 3.1440 1.0910 1.2534  -0.1510
N3 2.0896 1.6364 0.3766  -0.0998
C30 0.7356 1.2944 0.9141  -0.2110
C31 0.4250 -0.2899 1.0053  -0.6503
C32 -0.7280 -0.5945 -0.1212  -0.1280
Br1 -0.1886 -0.8148 2.8578  0.5727
H1 -1.0666 2.9586 -5.9064  0.0615
H2 -0.5762 1.2548 -5.0657  0.0814
H3 1.3133 3.9446 -5.0922  0.1028
H4 0.7811 3.6920 -0.3809  0.1148
H5 -0.4143 3.3032 -1.7273  0.1285
H6 1.8972 4.7758 -2.9669  0.1203
H7 0.0607 5.3089 -2.7375  0.1116
H8 3.6607 8.5888 -2.1734  0.0408
H9 2.9775 8.8531 -0.3865  0.0390
H10 2.3444 9.8463 -1.8085  0.0491
H11 1.9444 7.7094 -4.4240  0.0486
H12 0.2609 6.9107 -4.2207  0.0374
H13 0.4545 8.7294 -3.9921  0.0502
H14 -1.1281 7.6635 -1.0242  0.0373
H15 -0.6099 9.3846 -1.6481  0.0446
H16 0.0507 8.8014 -0.0137  0.0439
H17 4.9353 -1.5538 -3.2210  0.1094
H18 4.2844 -1.2773 -4.9195  0.1103
H19 3.4235 -3.4872 -2.9414  0.1238
H20 3.3266 -3.3681 -4.8590  0.1085
H21 -0.1998 -2.7744 -6.3553  0.0476
H22 1.4573 -3.6450 -6.7725  0.0407
H23 -0.0961 -4.6589 -6.5650  0.0461
H24 1.1920 -6.4833 -4.5870  0.0474
H25 2.2529 -5.8059 -3.1222  0.0474
H26 2.7807 -5.5045 -4.8670  0.0368
H27 -0.7732 -4.5229 -2.3606  0.0362
H28 -1.7038 -3.6390 -3.7378  0.0471
H29 -1.1978 -5.4280 -3.9130  0.0530
H30 5.6763 -1.6519 1.8228  0.1051
H31 6.9380 -1.4247 3.8600  0.1166
H32 7.2731 0.1913 4.6756  0.1250
H33 6.7165 -1.6974 6.3086  0.1145
H34 5.4164 -0.4027 6.5281  0.0679
H35 4.8410 -3.2325 6.2485  0.0516
H36 4.5699 -2.6824 4.5041  0.0506
H37 2.7456 2.8146 2.8524  0.1140
H38 -0.1418 1.8060 0.3836  0.1229
H39 0.7151 1.6893 2.0096  0.0861
H40 1.3427 -0.9479 0.7979  0.0615
H41 -0.8642 -1.7274 -0.2396  0.0799
H42 -0.3337 -0.1108 -1.0921  0.0816
H43 -1.6643 -0.0402 0.2487  0.0832
C33 -8.5607 -9.2383 -4.1096  -0.0579
C34 -8.1390 -8.0661 -4.7339  -0.0579
C35 -7.0353 -7.3745 -4.2449  0.0027
C36 -6.3565 -7.8477 -3.1207  -0.0851
C37 -6.7936 -9.0078 -2.4812  -0.0843
C38 -7.8910 -9.7093 -2.9849  0.0033
C39 -6.1130 -9.4930 -1.2594  -0.2798
O4 -6.4925 -10.5092 -0.7019  0.1017
C40 -4.9713 -8.7216 -0.7202  -0.0848
C41 -4.3558 -9.1347 0.4634  0.0038
C42 -3.2728 -8.4228 0.9708  -0.0560
C43 -2.7950 -7.3025 0.2939  -0.0552
C44 -3.4091 -6.8847 -0.8824  0.0043
C45 -4.5050 -7.5885 -1.3864  -0.0838
C46 -5.1730 -7.1151 -2.6186  -0.2794
O5 -4.7580 -6.1314 -3.2097  0.0972
H44 -9.4165 -9.7826 -4.4972  0.1075
H45 -8.6699 -7.6923 -5.6041  0.1074
H46 -6.7084 -6.4643 -4.7391  0.1210
H47 -8.2280 -10.6205 -2.4996  0.1212
H48 -4.7207 -10.0088 0.9948  0.1213
H49 -2.7991 -8.7428 1.8939  0.1080
H50 -1.9455 -6.7516 0.6862  0.1080
H51 -3.0344 -6.0076 -1.4023  0.1110
C47 -5.3517 6.2944 6.3194  -0.0589
C48 -5.5070 5.7229 5.0580  -0.0589
C49 -4.4841 4.9554 4.5101  0.0023
C50 -3.2961 4.7670 5.2185  -0.0844
C51 -3.1313 5.3593 6.4706  -0.0838
C52 -4.1666 6.1146 7.0254  0.0028
C53 -1.8579 5.2082 7.2104  -0.2795
O6 -1.7145 5.7230 8.3069  0.1008
C54 -0.7592 4.4310 6.5956  -0.0844
C55 0.4677 4.3278 7.2551  0.0075
C56 1.5023 3.5876 6.6902  -0.0450
C57 1.3127 2.9409 5.4707  -0.0536
C58 0.0939 3.0461 4.8083  0.0095
C59 -0.9413 3.7997 5.3653  -0.0797
C60 -2.2209 3.9343 4.6354  -0.2774
O7 -2.3860 3.3718 3.5649  0.0980
H52 -6.1539 6.8857 6.7503  0.1071
H53 -6.4273 5.8742 4.5022  0.1069
H54 -4.6133 4.5084 3.5289  0.1206
H55 -4.0497 6.5671 8.0056  0.1210
H56 0.6216 4.8266 8.2076  0.1215
H57 2.4572 3.5129 7.2020  0.1085
H58 2.1173 2.3576 5.0340  0.0670
H59 -0.0458 2.5433 3.8556  0.0886

Summary:
SMILES string: C=Cc1c(CCO[Si](C)(C)C)c2c(c(CCO[Si](C)(C)C)c1N=C=O)Sc1cc(CCCI)c(N=C=S)cc1N2C[C@H](C)Br.O=C1c2ccccc2C(=O)c2ccccc21.O=C1c2ccccc2C(=O)c2ccccc21
LUMO level in hartree: -0.03743
Net charge: 0
HOMO-LUMO gap in eV: 6.78

The following is a DFT calculation (ωB97M-V/def2-TZVPD) of a 2-piece molecular cluster, C5H16N2O overall at a distorted geometry.

Each line ends with the Löwdin charge.
Positions of all 24 atoms, in Å:
C1 0.2088 -2.2072 -2.7185  -0.1396
C2 -0.7412 -1.7993 -1.6243  -0.3563
N1 -0.0673 -0.9064 -0.6729  -0.0912
C3 -1.0311 -0.0908 0.1743  -0.1810
C4 -0.3119 0.9661 1.1177  -0.1719
N2 -0.1736 0.4952 2.5860  -0.1183
C5 -0.6108 1.5426 3.5222  -0.1627
H1 -0.4628 -2.9430 -3.3327  0.0927
H2 0.3222 -1.4269 -3.5947  0.0895
H3 1.2550 -2.4996 -2.3335  0.0907
H4 -1.5822 -1.2863 -2.1038  0.1109
H5 -1.1182 -2.6685 -1.1103  0.0993
H6 0.4834 -1.5244 -0.0089  0.1275
H7 -1.7014 0.2912 -0.5200  0.0777
H8 -1.5684 -0.6610 0.8338  0.0689
H9 -0.7623 1.9618 0.9767  0.1036
H10 0.6451 1.3111 0.7011  0.0898
H11 0.7715 0.2184 2.7260  0.0717
H12 -1.6881 1.6047 3.4684  0.0631
H13 -0.0799 2.4841 3.5785  0.0654
H14 -0.6203 0.9933 4.5467  0.0990
H15 2.0186 1.3683 -2.8357  0.0462
H16 2.2631 1.1888 -1.2858  -0.0443
O1 2.3035 1.7497 -1.9908  -0.0304

Summary:
SMILES string: CCNCCNC.O
Relative energy (zero: lowest compared OMol25 entry of this formula, charge and spin) in kcal/mol: 60.63
LUMO level in hartree: 0.03615
Net charge: 0
HOMO-LUMO gap in eV: 9.98

The lowest LUMO level belongs to which entry?
C16H45F3KO23P5S